Entry 1:
Below is a molecular structure, C6H8B2F8N2O7V in a non-equilibrium geometry, with properties calculated with ωB97M-V/def2-TZVPD.

XYZ file:
```
34
C6H8B2F8N2O7V, DFT ωB97M-V/def2-TZVPD
O -0.255 -1.613 -0.092
V 0.027 -0.025 0.144
B 1.218 3.272 0.268
F 0.125 4.109 0.545
F 2.359 3.631 0.976
F 0.807 1.941 0.630
F 1.516 3.371 -1.089
B 2.693 0.232 -2.094
F 3.549 0.952 -1.279
F 1.591 -0.265 -1.287
F 2.146 0.992 -3.109
F 3.371 -0.866 -2.653
O -2.677 1.507 -2.693
C -1.845 1.027 -1.753
O -2.259 0.122 -0.981
O -0.687 1.459 -1.580
H -3.443 0.924 -2.633
O 3.172 -1.124 2.972
C 2.747 -0.210 2.045
O 3.434 0.803 1.916
O 1.670 -0.472 1.432
H 3.977 -0.664 3.251
C -3.026 2.019 2.972
C -2.016 1.164 2.361
N -1.188 0.545 1.877
H -3.174 1.732 4.011
H -3.949 1.981 2.397
H -2.633 3.034 2.911
C -0.806 -4.861 -1.308
C -2.030 -5.133 -2.051
N -3.007 -5.328 -2.627
H -0.055 -4.820 -2.101
H -0.520 -5.562 -0.529
H -0.832 -3.874 -0.847
```

Multiplicity: 2
E_HOMO (alpha / beta) (eV): -3.075 / -3.093
Charge: -2
Energy relative to the best compared isomer or geometry (same formula, charge and spin) (eV): 0.334
DFT total energy (Ha): -2662.922836
Kohn-Sham gap (alpha / beta) (eV): 7.22 / 7.24

Entry 2:
Below is a molecular structure, C8H19IN2O in a non-equilibrium geometry, with properties calculated with ωB97M-V/def2-TZVPD.

XYZ file:
```
31
C8H19IN2O, DFT ωB97M-V/def2-TZVPD
C -2.586 -1.721 5.585
C -2.344 0.857 3.121
C 2.694 -0.162 -2.436
C 2.280 -0.359 0.056
C -0.636 -0.880 -0.729
C -1.475 0.129 0.128
C 0.409 -0.101 -1.531
C -2.304 -0.500 2.558
N -2.401 -0.480 1.075
N 1.806 -0.606 -1.335
O -1.465 -1.878 5.436
I -0.526 -1.533 3.056
H -3.555 -1.311 5.165
H -1.529 1.622 3.170
H -2.703 0.877 4.198
H -3.249 1.362 2.603
H 3.567 -0.755 -2.360
H 2.119 -0.346 -3.463
H 2.989 0.930 -2.083
H 2.608 0.714 0.250
H 1.578 -0.450 0.868
H 3.122 -0.921 0.352
H -1.380 -1.483 -1.362
H -0.034 -1.462 -0.045
H -1.960 0.774 -0.678
H -0.692 0.624 0.750
H 0.177 -0.176 -2.652
H 0.460 0.890 -1.253
H -3.337 -0.001 0.969
H -2.834 -1.471 0.806
H 1.781 -1.603 -1.454
```

E_HOMO (alpha / beta) (eV): -14.466 / -13.645
Charge: +2
Energy relative to the best compared isomer or geometry (same formula, charge and spin) (eV): 4.205
DFT total energy (Ha): -797.818739
Kohn-Sham gap (alpha / beta) (eV): 7.42 / 5.29

Entry 3:
Below is a molecular structure, C4H8NOS in a non-equilibrium geometry, with properties calculated with ωB97M-V/def2-TZVPD.

XYZ file:
```
15
C4H8NOS, DFT ωB97M-V/def2-TZVPD
C 2.111 0.598 1.339
C 1.062 0.059 0.626
C -1.828 1.494 -0.770
C -0.140 -0.505 0.663
N -0.498 -1.466 -0.448
O 1.841 -0.283 -0.602
S 3.272 0.468 0.041
H 2.200 1.039 2.226
H -1.373 1.140 -1.660
H -2.437 0.717 -0.126
H -1.914 2.553 -0.619
H -0.871 -0.588 1.512
H 0.401 -1.589 -1.000
H -1.240 -1.232 -1.140
H -0.587 -2.406 -0.043
```

E_HOMO (alpha / beta) (eV): -12.462 / -12.069
Charge: +1
Energy relative to the best compared isomer or geometry (same formula, charge and spin) (eV): 5.679
DFT total energy (Ha): -684.918004
Kohn-Sham gap (alpha / beta) (eV): 7.19 / 7.80

Entry 4:
Below is a molecular structure, C34H26F2IrN6O2 in a non-equilibrium geometry, with properties calculated with ωB97M-V/def2-TZVPD.

XYZ file:
```
71
C34H26F2IrN6O2, DFT ωB97M-V/def2-TZVPD
Ir -0.282 -0.016 -0.468
C 1.152 -1.385 2.535
C -0.249 -0.909 2.744
C -0.725 -0.720 4.040
C -1.999 -0.241 4.245
C -2.820 -0.035 3.148
C -2.326 -0.305 1.888
N -1.046 -0.689 1.683
C -3.174 -0.184 0.690
C -4.560 -0.136 0.731
C -5.250 0.050 -0.456
C -4.547 0.145 -1.646
C -3.173 -0.021 -1.614
N -2.519 -0.165 -0.472
C -2.311 -0.092 -2.802
C -2.848 -0.197 -4.065
C -2.005 -0.228 -5.161
C -0.648 -0.170 -4.952
C -0.137 -0.095 -3.658
C 1.341 -0.046 -3.481
N -0.970 -0.064 -2.591
H 1.710 -1.348 3.467
H 1.659 -0.776 1.792
H 1.148 -2.420 2.183
H -0.078 -0.947 4.876
H -2.357 -0.032 5.244
H -3.820 0.353 3.273
H -5.091 -0.266 1.661
H -6.330 0.115 -0.453
H -5.066 0.319 -2.577
H -3.916 -0.259 -4.205
H -2.407 -0.286 -6.164
H 0.042 -0.183 -5.783
H 1.831 0.028 -4.449
H 1.695 -0.948 -2.989
H 1.622 0.814 -2.877
O -0.342 1.949 -1.031
N 0.246 2.877 -0.335
N 0.624 2.490 0.782
O 0.401 1.256 1.173
C 1.384 3.364 1.656
C 2.151 2.779 2.647
C 2.948 3.596 3.435
C 2.950 4.968 3.235
C 2.146 5.534 2.253
C 1.355 4.733 1.448
H 2.136 1.706 2.779
H 3.578 3.155 4.195
H 3.582 5.601 3.842
H 2.137 6.606 2.107
H 0.731 5.155 0.673
F 4.900 1.260 -0.520
C 4.002 0.285 -0.570
C 2.655 0.617 -0.557
C 1.714 -0.397 -0.589
C 2.112 -1.730 -0.642
C 3.478 -2.008 -0.679
F 3.898 -3.275 -0.756
C 4.439 -1.025 -0.633
C 1.038 -2.693 -0.640
C 1.153 -4.078 -0.535
C 0.015 -4.856 -0.528
C -1.235 -4.250 -0.620
C -1.288 -2.882 -0.712
N -0.179 -2.116 -0.725
H 2.394 1.665 -0.539
H 5.490 -1.276 -0.642
H 2.124 -4.539 -0.452
H 0.099 -5.932 -0.451
H -2.148 -4.826 -0.619
H -2.232 -2.370 -0.790
```

Multiplicity: 2
E_HOMO (alpha / beta) (eV): -13.972 / -14.005
Charge: +2
Energy relative to the best compared isomer or geometry (same formula, charge and spin) (eV): 0.461
DFT total energy (Ha): -2093.740442
Kohn-Sham gap (alpha / beta) (eV): 7.27 / 6.73

Entry 5:
Below is a molecular structure, C13H36Cu4O15 in a non-equilibrium geometry, with properties calculated with ωB97M-V/def2-TZVPD.

XYZ file:
```
68
C13H36Cu4O15, DFT ωB97M-V/def2-TZVPD
Cu 8.358 20.638 -6.901
Cu 8.190 21.347 -3.650
Cu 8.528 17.317 -7.207
Cu 9.162 18.879 -4.144
C 6.924 18.745 -5.572
O 7.251 17.735 -5.052
O 7.271 19.813 -5.035
O 6.688 18.723 -6.762
C 6.624 17.997 -1.682
C 7.399 19.179 -1.060
O 8.455 19.597 -1.887
O 5.708 18.418 -2.606
H 6.277 17.381 -0.852
H 7.210 17.321 -2.305
H 7.825 18.972 -0.078
H 6.853 20.067 -0.741
H 9.210 19.512 -1.299
H 6.135 18.381 -3.465
C 5.635 14.950 -3.326
C 4.951 13.544 -3.381
O 3.957 13.325 -4.445
O 6.079 15.307 -4.596
H 6.548 14.923 -2.731
H 4.894 15.613 -2.878
H 4.483 13.373 -2.412
H 5.748 12.801 -3.393
H 4.554 13.040 -5.141
H 6.352 16.227 -4.551
C 3.770 17.165 -7.834
C 3.964 16.219 -6.667
O 2.834 15.931 -5.950
O 4.943 17.710 -8.439
H 3.176 18.027 -7.531
H 3.206 16.482 -8.468
H 4.590 16.712 -5.923
H 4.460 15.350 -7.100
H 3.036 15.357 -5.207
H 5.485 18.096 -7.746
C 9.307 14.529 -4.465
C 10.011 14.717 -5.815
O 9.147 15.128 -6.864
O 8.896 15.813 -4.037
H 9.891 14.042 -3.684
H 8.382 13.978 -4.641
H 10.377 13.709 -6.014
H 10.893 15.356 -5.869
H 8.435 14.487 -6.923
H 8.165 16.185 -4.536
C 4.958 21.196 -9.115
C 6.463 21.450 -9.625
O 7.394 20.419 -9.145
O 5.274 21.110 -7.772
H 4.564 20.228 -9.426
H 4.250 22.023 -9.146
H 6.886 22.450 -9.523
H 6.495 21.437 -10.715
H 7.007 19.543 -9.212
H 5.629 20.231 -7.620
C 3.613 20.487 -4.366
C 2.779 19.702 -5.395
O 2.584 20.580 -6.508
O 4.557 21.491 -4.879
H 4.054 19.682 -3.778
H 2.971 20.983 -3.638
H 1.740 19.477 -5.154
H 3.326 18.847 -5.793
H 3.415 21.011 -6.721
H 5.011 21.053 -5.603
```

Multiplicity: 2
E_HOMO (alpha / beta) (eV): -16.913 / -16.911
Charge: +3
DFT total energy (Ha): -8206.043778
Kohn-Sham gap (alpha / beta) (eV): 4.98 / 3.40